(1)
DFT (ωB97M-V/def2-TZVPD) results for 14 unconnected molecules or ions with the total composition H28O14.

```
42
Properties=species:S:1:pos:R:3:forces:R:3:lowdin_charge:R:1
H -4.83679 1.89573 1.87137 -0.42 -0.03 0.38 0.0400
H -1.47731 -0.80787 -1.10715 -1.23 0.47 0.19 -0.0417
O 3.41890 -2.07001 0.39622 -0.12 -0.04 -0.25 -0.0473
H 0.84317 -2.29891 1.19775 0.36 0.34 -0.36 0.0002
O 1.40255 2.36820 0.28588 -0.20 -0.22 -0.54 -0.0366
H 2.22738 2.76857 0.52451 0.74 0.29 0.67 0.0313
H -1.01239 1.04731 0.90585 0.19 0.19 0.27 0.0169
O -1.91435 2.91266 0.49376 0.88 -0.38 -0.83 -0.0589
H -2.25724 -1.13030 2.58737 0.06 0.52 0.23 0.0467
O -4.03569 1.49604 1.55636 0.59 -0.09 -0.46 -0.0588
H -2.30213 3.62733 0.99451 -0.31 -0.13 0.27 0.0407
H -3.15810 0.85077 -1.45661 0.10 0.02 0.26 0.0647
H 1.25231 1.18844 3.65567 -0.37 0.55 0.10 0.0116
H 2.06799 -0.28887 -2.79148 -0.12 0.21 -0.36 -0.0135
O 2.67255 -1.90841 -3.43895 0.43 0.61 -0.35 -0.0265
H 0.23780 0.67432 1.64358 0.03 0.17 -0.27 0.0291
O -0.61203 0.30260 1.37755 0.08 0.27 0.11 -0.0555
O 0.98134 3.71901 -2.71779 -0.16 0.36 0.45 -0.0489
H 2.02055 -2.59628 -3.56083 0.01 -0.20 0.39 0.0385
O 0.42643 -2.22192 2.05015 -0.52 -0.78 0.71 -0.0394
H -3.80838 0.69404 2.06234 -0.23 -0.04 0.05 0.0081
H 3.81349 -1.85085 1.24299 0.01 0.12 0.16 0.0414
H 1.79075 3.22430 -2.84317 0.15 -0.37 -0.39 0.0173
O 1.99574 0.89799 4.17458 0.57 -0.86 -0.15 -0.0420
H 3.75348 -2.94883 0.20051 0.00 -0.15 0.02 0.0390
H -0.15402 -0.37720 -0.45751 -0.34 -0.14 0.35 0.0018
H 0.69506 -3.51051 -0.98377 -0.12 0.32 -0.22 0.0116
O -3.07305 -0.09454 -1.27622 -0.61 0.21 -0.39 -0.0349
O 1.81531 0.64804 -2.76243 -0.07 0.29 0.27 -0.0702
H 0.37501 3.44908 -3.41112 0.13 -0.19 -0.07 0.0404
H -3.47602 -0.49193 -2.05793 0.02 -0.15 0.11 0.0680
H 1.00738 -4.08488 -2.38894 -0.04 0.18 0.00 0.0086
O 0.67209 -4.30637 -1.52062 0.03 -0.50 0.23 -0.0406
O -0.54785 -0.95765 -1.11639 2.22 -0.67 -0.67 -0.0526
O -3.20403 -0.94296 2.48353 0.61 -0.30 0.27 -0.0397
H 1.44798 2.48418 -0.67514 -0.60 -0.13 -0.01 0.0130
H -2.44043 2.11758 0.64230 -0.85 0.64 0.44 -0.0207
H 3.13259 -1.97641 -2.59685 -0.20 -0.59 0.10 0.0502
H -3.38216 -1.54925 1.76925 -0.61 -0.24 -0.55 0.0544
H 2.18252 1.52887 4.86705 -0.26 0.34 0.04 0.0347
H 0.68819 -1.39471 2.44845 0.23 0.18 -0.15 0.0109
H 0.97378 0.63968 -2.29320 -0.10 -0.12 -0.04 0.0089
```
Forces are in eV/Å.

Output
frontier orbital gap	10.9	eV
E_LUMO	0.166	eV

---

(2)
DFT (ωB97M-V/def2-TZVPD) results for 14 unconnected molecules or ions with the total composition H28O14.

```
42
Properties=species:S:1:pos:R:3:forces:R:3:lowdin_charge:R:1
H -2.93257 3.09014 2.37465 0.43 0.28 0.68 0.0495
H -4.73657 1.10991 -0.34516 -0.50 -0.50 -1.04 0.0469
H -0.34457 -3.39445 0.78946 0.44 0.62 1.45 0.0710
O -2.14280 2.55554 2.19448 -1.60 0.44 -2.54 -0.0797
O 3.14494 0.80819 1.97154 -1.08 2.13 4.05 -0.1160
H -0.84613 -0.44702 0.11726 0.64 0.56 0.14 0.0314
O 3.65670 -0.79510 -0.64709 -1.06 -0.40 -5.06 -0.0794
H 2.53047 0.13418 1.77103 -0.99 -1.40 -0.46 -0.0037
H 3.56255 1.62579 -3.31104 0.48 -0.76 0.17 0.0475
H 3.83081 -1.00915 2.14336 0.19 -0.35 0.21 0.0661
H -4.20627 -2.54382 -0.63385 1.25 0.15 0.83 -0.0278
O -4.55199 1.64608 -1.14259 -1.03 -2.39 0.39 -0.0136
O -2.57512 0.30093 2.88460 0.06 -1.66 0.60 -0.0587
O 0.05345 -0.22716 -0.17428 -0.06 -1.28 -0.42 -0.0314
O 3.64016 -1.37410 1.26943 -0.99 -0.67 5.25 -0.0958
H 0.98978 -3.50950 1.44033 2.43 -1.39 0.31 -0.0058
O 4.01797 0.84787 -2.92547 0.42 2.24 -0.35 -0.0548
H 2.15048 1.60208 -0.46411 1.16 1.10 1.86 0.0920
H -2.80838 -0.62612 3.04429 0.23 0.06 0.25 0.0521
O 0.21811 -3.01631 1.52403 -3.12 0.55 -1.37 -0.0365
H 4.23061 -2.07079 1.12189 1.47 -1.49 -0.34 0.0497
H 2.92818 -1.32357 -0.27642 0.61 0.49 -0.63 0.0334
H 0.89778 -3.30348 -0.36692 0.39 0.20 -1.15 -0.0072
H -4.18355 2.33142 -0.66164 1.41 3.15 0.70 -0.0214
O 1.03879 -3.56789 -1.29897 -1.55 -1.85 1.79 -0.0244
H 1.56153 -2.91091 -1.67556 1.39 1.88 -1.00 -0.0064
H 3.39571 0.14899 -2.97819 -0.84 -1.24 0.18 -0.0009
H -0.42249 4.82646 -1.07034 -0.14 2.70 2.43 -0.0196
H -2.30621 -0.18450 -1.65492 -1.15 -0.89 -0.55 0.0613
O -3.07451 -0.81251 -1.76739 1.92 1.01 -0.26 -0.0499
O -0.47070 4.14409 -1.66516 0.86 -2.61 -2.34 -0.0281
H 3.41907 0.07034 -0.35323 0.27 0.97 0.43 -0.0125
H -5.02601 -3.81120 -0.91467 0.20 0.90 -0.15 0.0618
H 3.36428 2.44920 -0.19604 0.68 0.49 -0.16 0.0558
H -3.35485 -0.92108 -0.87012 -0.48 0.01 0.70 -0.0206
H -3.14348 0.51463 2.15856 -0.47 0.44 -0.45 -0.0084
H 0.46793 4.03398 -1.91108 -0.72 -0.12 -0.04 0.0481
H 0.24163 0.69690 -0.09485 -0.53 0.81 0.38 0.0106
O 2.69041 2.00595 0.31454 -2.62 0.57 -5.09 -0.0970
H 2.47100 1.56598 2.13969 2.27 -1.79 -0.12 0.1133
H -2.48031 2.21347 1.30717 1.38 0.46 1.38 0.0489
O -4.89582 -2.87344 -1.16727 -1.63 -1.43 -0.66 -0.0398
```
Forces are in eV/Å.

Output
frontier orbital gap	8.4	eV
E_LUMO	-0.723	eV

---

(3)
DFT (ωB97M-V/def2-TZVPD) results for a molecular structure, H28O14.

```
42
Properties=species:S:1:pos:R:3:forces:R:3:lowdin_charge:R:1
O -2.06739 0.75973 1.76100 0.60 -2.95 0.73 -0.1116
H 0.76471 -5.30626 -1.48165 -1.35 -2.10 1.39 -0.0139
O -1.12175 -2.44569 2.39683 0.40 -0.92 -0.68 -0.0380
O 1.21206 -4.59868 -1.84372 2.53 1.99 -1.82 -0.0568
O -2.61800 1.59499 -0.28244 -3.09 3.33 1.97 -0.1315
H 2.30881 1.76536 -2.28394 -0.23 -1.52 1.44 0.0374
H -1.69484 0.94482 2.63551 0.11 -0.88 -0.35 0.0234
O 0.79139 -0.03206 3.81371 1.55 -2.37 -1.45 -0.0233
H -0.26833 -2.90542 2.42424 -0.18 0.14 -0.19 0.0468
O -0.39242 -3.40331 -0.37432 -2.15 -1.24 -0.27 -0.0385
H -1.26738 -3.71950 -0.04189 0.75 0.18 -0.72 0.0803
H -2.04771 2.43516 -0.29352 -1.29 -2.19 0.11 0.1244
H 2.78024 -1.71569 2.51591 -0.96 1.23 -1.44 0.0833
O 2.48543 2.33068 -3.00092 7.63 -9.97 -3.76 -0.0924
H -0.64072 0.80799 -1.98429 2.25 -2.24 -1.50 -0.0038
H -3.49176 1.95050 -0.45255 -0.67 0.19 0.50 0.0615
H 2.12905 4.17352 -2.10361 -1.55 -0.95 -1.05 0.1233
H -2.40943 -0.18995 1.77579 1.04 1.85 0.11 0.0851
O 2.48252 -2.28119 -0.75826 -0.93 -0.30 -0.98 -0.0511
O -0.58231 2.72115 -3.47582 -2.85 3.04 -1.93 -0.0640
H 1.83349 4.13899 -3.56409 -0.67 -0.16 0.23 0.0882
O -3.45671 2.31720 2.79303 1.79 2.97 -0.32 -0.0369
H 0.25199 0.16326 4.51981 -2.04 1.59 2.64 -0.0196
H 0.05665 -0.74173 -0.07789 -0.16 0.61 0.19 0.0214
H 1.90216 -4.30323 -1.22386 -0.53 -0.33 -0.24 0.0233
H 0.06424 0.77541 0.18863 -1.26 0.85 -0.24 -0.0027
H -0.40882 3.41952 -2.82162 0.07 -0.62 -0.54 0.0439
O 2.32742 -1.30464 1.70474 0.34 0.32 5.08 -0.0735
H 2.10086 1.90361 -3.78158 0.48 -0.29 0.25 0.0725
H 2.65474 -1.86484 1.06626 0.86 -1.77 -3.03 -0.0653
H -4.11801 1.85002 3.21532 -1.93 -1.51 1.57 -0.0031
O 1.50778 3.70430 -2.75567 -4.61 13.34 3.39 -0.1714
H 1.63952 -2.24176 -1.26990 0.68 -0.20 0.66 0.0621
H -2.64742 2.28983 3.33931 -1.15 0.10 -0.32 0.0478
O 0.55879 -0.01263 0.31267 1.10 -1.24 -0.33 -0.0439
H 0.14875 2.18387 -3.45093 2.32 -1.65 0.28 -0.0515
H -2.14953 1.03486 -1.74890 1.66 0.34 0.08 0.0820
H -0.19679 -2.82986 0.32715 0.82 1.64 1.65 -0.0351
O -1.24515 1.42387 -1.70302 0.04 -0.16 -0.92 -0.1063
H 3.07427 -1.75856 -1.29874 0.37 0.21 -0.05 0.0644
H -1.15106 -2.04418 3.24977 -0.23 0.71 0.84 0.0139
H 0.90065 -0.98948 4.03347 0.43 0.93 -0.96 0.0496
```
Forces are in eV/Å.

Output
frontier orbital gap	7.0	eV
E_LUMO	-0.138	eV

---

(4)
DFT (ωB97M-V/def2-TZVPD) results for 14 unconnected molecules or ions with the total composition H28O14.

```
42
Properties=species:S:1:pos:R:3:forces:R:3:lowdin_charge:R:1
O -2.50756 -2.89705 0.63584 2.33 -1.05 2.13 -0.1164
O 3.64022 -0.85698 -2.23973 -3.04 0.41 1.62 -0.0279
H 0.30079 -2.95536 -0.91789 -0.29 -0.68 0.47 0.0460
O -1.34284 -0.08798 1.13315 -4.86 0.23 1.38 -0.0957
H -4.01489 3.71328 -1.16321 1.03 0.62 0.50 0.0506
H 4.81304 1.44895 0.42807 -0.74 1.99 -0.04 -0.0219
O 3.41337 0.51612 0.74860 -3.46 -0.26 1.09 -0.0815
H -2.37553 -3.15579 -1.18646 0.62 0.59 0.56 0.0966
H -4.42560 -0.63162 0.00538 -0.43 -0.11 0.10 0.0251
H -2.43357 3.74956 -1.16282 -2.11 1.22 0.89 0.0609
O 1.56946 -1.11542 2.95026 0.59 -1.11 0.38 -0.0261
H 2.43683 -1.56132 2.98528 -0.61 0.09 0.10 0.0602
O -1.69422 -2.45256 -1.14011 -0.29 -0.62 -2.15 -0.1471
H -0.40974 1.56502 0.33620 -2.08 1.54 -0.31 0.0273
H 2.57367 0.09575 0.65708 -1.36 -0.64 -0.41 0.0258
H -1.53464 2.04424 3.53019 1.97 -2.33 3.79 -0.0199
H 0.42462 -0.05086 -1.25884 -2.24 -0.79 -1.44 0.0621
H -2.76594 -3.49551 1.29655 -0.97 -1.25 1.84 0.0194
H -2.47409 3.06637 3.16282 -0.26 0.32 -0.35 0.0592
O -1.86766 2.42098 2.79436 -1.68 2.00 -3.51 0.0074
H 3.58592 0.44364 1.69600 0.54 0.03 -0.22 0.0824
H 0.04376 2.99447 -1.62208 -0.41 0.11 -0.06 0.0193
H -3.15727 -0.99800 -0.68214 -0.54 -0.86 -0.01 0.0184
H 5.01608 0.12931 -0.13220 1.78 1.35 1.76 0.0758
H 1.12006 3.50892 -2.39234 4.14 -0.60 -1.31 -0.0258
O 0.30695 1.00049 0.44482 6.40 0.84 -0.26 -0.0785
O 0.25969 -3.86777 -0.57226 -1.80 0.26 -3.67 -0.0199
H -0.63833 0.34050 1.61323 -0.25 -0.52 0.39 -0.0147
O 0.27288 3.73403 -2.19935 -3.72 0.39 1.35 -0.0006
H -2.12378 0.55034 1.30768 1.60 -1.81 -0.15 0.0837
H 3.25640 0.01003 -1.97197 0.58 -0.95 -0.44 0.0493
O -0.38577 -0.33042 -1.82478 1.76 1.46 1.94 -0.0693
H 0.73005 -3.91964 0.18506 2.64 -0.12 3.70 -0.0261
H -1.49838 -3.10651 0.56916 -2.66 0.71 0.19 0.0963
H 1.03429 1.52394 0.85347 -0.59 0.08 -0.73 0.0890
H 1.76663 -0.29585 2.52815 -0.06 0.96 -0.36 -0.0247
O -4.10955 -1.24956 -0.65890 0.56 1.18 -0.20 -0.0782
H 4.46187 -0.67745 -2.60319 2.49 0.63 -1.17 -0.0025
O -3.25611 4.20324 -0.75593 1.08 -1.82 -1.43 -0.1128
H -0.06738 -0.70299 -2.62996 0.66 -0.30 -0.92 0.0241
H -1.73192 -2.14284 -2.00203 0.41 1.43 -2.75 0.0127
O 5.46201 0.79654 0.50538 3.27 -2.58 -2.29 -0.1019
```
Forces are in eV/Å.

Output
frontier orbital gap	9.3	eV
E_LUMO	-0.577	eV

---

(5)
DFT (ωB97M-V/def2-TZVPD) results for 15 unconnected molecules or ions with the total composition H28O18S.

```
47
Properties=species:S:1:pos:R:3:forces:R:3:lowdin_charge:R:1
H 0.90387 -0.63245 -1.96519 -0.48 -0.04 0.12 -0.0277
H 2.71087 0.33955 0.09981 -0.55 -0.38 -0.13 -0.0389
S -0.08213 0.27455 0.26481 0.64 -1.11 -1.82 0.5274
O 1.92287 -2.24745 1.79081 0.38 -0.32 1.21 -0.0806
H 1.35687 1.95455 -1.41619 -0.09 0.45 0.44 -0.0363
H -3.41613 0.25555 -0.60319 -0.31 -1.06 0.94 -0.0590
H 2.01887 0.54355 1.95181 0.44 0.18 0.84 -0.0402
H -1.15013 -3.48845 -0.23919 0.42 -0.16 -0.26 0.0472
H -2.41913 -0.45245 0.89881 -0.50 -0.54 0.01 -0.0299
H -0.36813 -2.27745 -0.71219 -0.05 -1.13 -0.14 -0.0380
O -0.02113 1.53955 -0.47719 -0.75 -1.45 1.91 -0.3080
O 2.38087 -2.72245 -1.08819 -0.17 -0.60 -0.72 -0.0421
H -3.57713 1.59355 1.91781 -2.78 -1.32 0.38 -0.0335
O 3.61187 0.50555 -0.15419 1.01 -0.94 -0.82 -0.0383
H 1.89287 1.20155 -2.51019 0.57 -1.53 -0.77 -0.0262
O 2.68287 0.76755 2.65481 0.24 0.34 0.67 -0.0955
O -1.20113 2.04455 -2.58519 -0.97 0.32 -0.58 -0.0634
O 1.86087 2.09455 -2.21119 0.38 1.42 -0.41 -0.0556
H -0.67213 -0.36245 4.19181 0.02 -0.54 -0.79 0.0381
H 2.13987 -1.43845 -2.22419 -0.13 0.64 -0.13 0.0155
H -0.92313 -0.44345 2.65281 0.38 -0.32 0.45 -0.0362
O -3.29913 -0.87145 0.73081 0.20 -1.05 -0.68 -0.0563
H -2.70613 0.76955 -1.78119 1.34 0.03 -1.55 -0.0483
H 3.78187 1.33855 0.23781 0.41 1.28 0.53 0.0104
O -2.80213 2.04455 1.76381 1.94 2.10 0.17 -0.0277
H 2.03687 -1.94345 2.71381 -0.04 -0.57 -0.67 0.0356
O 0.43487 3.83755 0.40481 0.28 1.57 0.29 -0.0532
H 0.28887 2.96455 0.04881 -0.31 -0.33 -0.29 -0.0588
H 0.74687 3.65355 1.28381 0.21 0.03 0.59 0.0139
H 1.59387 -1.41945 1.40081 -0.05 -0.24 -0.34 -0.0383
H -1.38013 -1.06645 -1.92519 -0.07 -0.19 -0.04 -0.0240
O -1.14513 0.19655 1.29181 1.13 0.92 -0.77 -0.3354
H -2.17613 1.36455 1.48481 0.14 0.39 -0.08 -0.0408
H 1.44987 -2.95045 -0.96519 -0.32 -0.32 -0.21 0.0103
O -1.91213 -1.01445 -2.72919 -0.60 -0.28 -0.89 -0.0627
O 1.22287 -0.01445 0.82381 0.35 0.90 1.11 -0.3295
H -0.80313 1.84255 -1.72419 -0.26 0.27 -0.48 -0.0492
H -0.52413 1.82355 -3.21519 0.48 -0.11 -0.30 0.0235
H -2.49813 -1.78445 -2.76919 0.44 0.33 0.34 0.0455
O -0.23713 -0.84945 -0.67419 -1.41 1.18 -0.22 -0.3304
O -0.45213 -3.26645 -0.87719 -0.54 -0.07 0.49 -0.0983
H -3.86213 -0.55645 1.41281 -0.74 0.31 0.89 0.0222
O -0.61013 -0.96845 3.42381 -0.04 0.37 1.50 -0.0900
H 2.68387 -2.74645 -0.19519 0.67 0.27 1.24 0.0144
O 1.60987 -0.70345 -2.60419 0.84 -0.24 -0.82 -0.0725
H 2.37787 0.35455 3.46981 -0.12 0.10 -0.23 0.0133
O -3.47213 0.91555 -1.26819 -1.64 1.45 0.05 -0.0528
```
Forces are in eV/Å.

Output
charge	-2
frontier orbital gap	8.9	eV
E_LUMO	4.758	eV

---

(6)
DFT (ωB97M-V/def2-TZVPD) results for 14 unconnected molecules or ions with the total composition H29O14.

```
43
Properties=species:S:1:pos:R:3:forces:R:3:lowdin_charge:R:1
O -1.08236 -2.09637 -2.85173 0.04 -2.27 -0.61 -0.0907
H -1.01771 2.22016 -2.82738 0.66 0.32 0.80 0.0118
O 2.64135 -2.41073 2.53207 -3.13 2.80 -0.30 -0.0270
H -0.03211 3.12401 -4.18556 0.88 -1.38 -0.37 0.0845
H 2.39994 -2.85648 -0.62588 0.95 0.33 -0.48 0.0162
H -0.14474 -2.21546 -2.56794 -1.07 0.15 -0.14 0.0717
H 2.63503 -4.29944 -1.30208 1.86 -0.75 -1.65 0.0008
H -0.82436 -1.26339 0.21993 0.15 0.44 1.05 0.0068
O -0.49121 -1.73628 -0.53887 1.01 -1.12 0.44 -0.1037
H 0.47311 -2.02651 5.01597 0.82 -0.36 -0.18 0.0634
H -0.75808 4.78286 0.46819 -0.76 1.02 -0.32 0.0701
H -1.87523 3.49788 -0.25666 -0.82 -0.66 0.78 0.0146
H -2.06946 -0.37832 -0.82444 -0.72 -0.36 -1.39 0.1057
O -2.22035 2.62036 0.09258 -2.66 -0.25 0.24 -0.2110
H 1.05601 -0.65889 2.37947 0.78 0.97 -2.04 0.0730
H 0.05914 -2.46086 -0.17246 -0.44 0.44 -0.04 0.0534
H -2.35909 2.31028 -1.76836 0.76 1.33 1.20 0.0192
O 0.30957 2.19575 -4.07017 -0.99 1.59 0.88 -0.0615
O 1.34364 -1.58316 4.92270 -1.55 0.50 0.18 -0.0848
O 2.14038 -3.76182 -0.74881 -2.79 0.61 2.16 -0.0225
H -1.64513 -0.79036 -2.41265 -1.44 -1.07 1.50 0.1116
H 0.41190 1.18976 1.01726 0.13 -0.36 -0.44 -0.0132
H 3.22482 -2.94701 2.09840 2.54 -2.40 -0.47 -0.0074
O -2.88532 -0.22664 2.59125 -2.67 0.62 1.30 -0.2079
H 4.81793 -0.29698 0.50184 1.73 0.68 -0.37 0.0115
H -1.58603 -2.88803 -2.43805 1.24 2.10 -0.81 0.1294
H 0.99523 -0.67253 4.98838 0.78 -0.08 -0.08 0.0510
O -0.13894 1.41976 0.24978 3.02 0.19 -1.24 -0.0981
H 3.92406 -0.92795 1.54996 -0.28 0.17 -0.32 0.0257
H -3.13196 2.53579 0.52193 1.69 0.98 -0.92 0.0792
O 1.26654 -0.04487 1.60018 -0.32 -1.08 2.79 -0.1036
H 0.81647 1.93722 -4.82697 0.29 0.07 -0.69 0.0394
H 0.06159 3.89854 -0.11986 1.37 -1.84 -0.77 0.0260
H -2.16457 0.61714 -2.01769 -0.62 0.17 -0.43 0.0597
O -0.59432 4.49589 -0.44825 -0.25 1.16 1.03 -0.0485
H -3.83389 -0.08424 3.00369 2.39 -0.68 -1.22 0.0619
H -0.98000 1.48354 0.60204 -2.82 0.55 0.86 -0.0787
H 1.72436 -0.51346 0.90113 0.19 -0.38 0.13 0.0102
O -1.89697 1.99866 -2.53809 -1.60 -1.90 -1.62 -0.0208
H 2.59603 -2.21434 3.45990 0.62 -0.62 0.84 0.0097
O 3.95074 -0.60430 0.63216 -1.52 -0.96 0.56 -0.0465
O -2.43388 -0.36788 -1.78198 2.17 1.34 0.36 0.0559
H -2.52306 0.65248 2.78840 0.38 0.01 -0.19 -0.0364
```
Forces are in eV/Å.

Output
2S+1	2
⟨S²⟩	0.75
frontier orbital gap (alpha / beta)	2.7 / 9.8	eV
E_LUMO (alpha / beta)	0.221 / 0.057	eV

---

Table of energy above the lowest of the compared OMol25 structures with the same formula, charge and spin (kcal/mol), in record order: 44.7, 178.6, 284.2, 179.2, 74.0, 21.8